Entry 1:
Density functional theory data (ωB97M-V/def2-TZVPD) for a structure of composition C16H25BeN5O5 at a distorted geometry.

The geometry in XYZ format:
```
52
Properties=species:S:1:pos:R:3:forces:R:3:nbo_charge:R:1
C -0.025 4.107 1.074 -0.187 0.498 0.165 -0.6783
C 0.485 2.827 -1.646 -0.224 0.026 -0.567 -0.7041
N 0.842 -0.583 0.573 2.397 -1.424 -2.505 -0.2300
C -0.091 -1.139 1.444 -2.730 -0.773 0.725 0.3542
C -0.586 2.793 0.676 -1.057 -1.040 2.436 0.1284
C 2.068 -1.510 -1.163 0.999 1.321 -1.061 0.0512
H -2.640 -2.715 -2.900 0.524 2.194 -1.247 0.4765
O -0.753 0.270 -1.861 0.907 0.037 0.302 -0.5750
H 3.238 -0.989 0.542 0.381 -0.208 -0.333 0.2363
N -1.398 -0.963 1.225 0.914 -0.598 -0.286 -0.6145
Be -1.889 0.569 0.713 -1.228 -0.334 -0.030 1.6332
H 0.263 3.899 -1.787 0.126 -0.475 0.095 0.2358
H 5.434 -1.463 -0.620 -0.325 -0.072 -0.412 0.2283
H -2.069 -1.220 -3.226 0.222 0.358 0.943 0.4890
O 2.611 1.654 0.570 -0.951 -0.979 -0.737 -0.9803
H -0.321 -3.527 3.850 0.109 -0.144 0.170 0.2304
H 2.983 1.854 1.415 0.320 0.182 0.860 0.4704
H -4.386 0.078 0.421 1.898 0.182 -0.768 0.1860
C -1.945 -2.769 2.633 0.515 -0.561 0.292 -0.2565
C 0.324 -1.994 2.472 -0.008 0.252 -0.667 -0.2531
H 1.538 2.713 -1.327 -0.458 0.104 0.002 0.2738
N 0.843 -1.135 -0.648 -0.023 -0.642 4.196 -0.1810
N -1.273 1.987 1.490 0.705 2.785 -0.577 -0.2176
C 4.495 -1.598 -1.168 -0.661 0.004 0.445 -0.2123
C -2.306 -1.818 1.713 0.094 1.104 -0.179 0.1237
H -2.728 -3.422 2.984 0.149 -0.208 0.259 0.2321
H -0.336 4.901 0.389 -0.035 -0.071 0.022 0.2261
H 1.080 -2.052 -2.992 0.225 -0.041 -0.012 0.2300
C 3.246 -2.221 -3.171 0.026 0.024 0.461 -0.2355
H -0.342 4.385 2.083 -0.052 -0.204 -0.218 0.2592
C 4.470 -2.025 -2.506 -0.125 0.006 0.251 -0.1566
H -3.319 -1.636 1.330 0.484 -0.059 0.493 0.2632
C 2.049 -1.955 -2.504 0.306 0.042 -0.001 -0.1091
H -2.574 1.761 2.734 -1.743 -1.098 0.518 0.4821
H 3.241 -2.585 -4.199 -0.059 0.176 0.297 0.2306
C -0.614 -2.839 3.080 -0.558 0.972 -0.895 -0.1279
C -3.372 0.398 -0.056 -2.663 1.225 0.631 -1.3845
H 1.375 -1.967 2.663 0.426 -0.444 0.440 0.2278
C 3.295 -1.349 -0.486 0.092 -0.091 -0.368 -0.1669
H -3.138 -0.169 -0.924 -0.481 -0.187 -1.485 0.1789
N -0.931 0.996 -0.707 1.182 1.779 0.093 -0.3101
H -3.514 1.506 -0.206 -0.210 -0.885 -0.749 0.2035
O -3.262 0.855 2.452 -2.274 -0.914 1.365 -1.1628
C -0.396 2.208 -0.618 0.271 -2.408 -0.885 0.2860
H -4.267 0.835 2.451 2.348 0.418 0.011 0.4696
O -2.514 -1.978 -3.584 -0.716 -2.456 0.398 -0.9643
H 5.420 -2.215 -3.018 -0.470 0.054 0.154 0.2256
H 0.345 2.288 -2.592 0.099 0.284 0.220 0.2500
O -1.675 2.444 2.680 2.368 0.857 -1.293 -0.5333
H -0.060 -0.446 -1.511 -1.675 0.586 -0.906 0.4484
H 1.064 4.089 1.054 0.106 -0.133 -0.059 0.2352
H 2.013 0.864 0.709 0.721 0.980 -0.005 0.4888
```
Positions in Å, forces in eV/Å.

Frontier orbital gap (spin up / spin down)   4.362 / 4.188 eV
Multiplicity   1
E_LUMO (spin up / spin down)   -0.0894 / -0.0957 hartree
Molecular weight   376.418 g mol⁻¹
ΔE to the lowest compared entry with this formula, charge and spin   34.9 kcal per mole

Entry 2:
Density functional theory data (ωB97M-V/def2-TZVPD) for an isolated molecule of C3H4N2O.

The geometry in XYZ format:
```
10
Properties=species:S:1:pos:R:3:forces:R:3:nbo_charge:R:1
N 0.007 1.669 -1.397 -0.079 0.273 0.130 0.1052
C -0.147 0.100 0.106 0.569 -0.056 -0.149 0.0174
H 1.709 -0.409 0.704 0.146 -0.275 0.312 0.2388
H 0.712 -0.156 2.116 -0.275 -0.067 -0.199 0.2321
H -1.948 -0.791 -0.992 0.391 -0.251 0.268 0.2255
N 0.476 1.264 -0.315 0.119 0.236 -0.511 -0.2106
O -1.011 0.816 -1.769 -0.465 0.166 -0.030 -0.2851
C -1.111 -0.129 -0.823 0.076 -0.064 0.193 0.0859
H 0.604 -1.687 1.196 -0.331 0.118 -0.052 0.2249
C 0.720 -0.607 1.118 -0.150 -0.081 0.038 -0.6341
```
Positions in Å, forces in eV/Å.

Frontier orbital gap   10.981 eV
Multiplicity   1
SMILES   Cc1conn1
E_LUMO   0.0329 hartree
Molecular weight   84.078 g mol⁻¹
ΔE to the lowest compared entry with this formula, charge and spin   61.0 kcal per mole

Entry 3:
Density functional theory data (ωB97M-V/def2-TZVPD) for a structure of composition C18H34O3PdSb2.

The geometry in XYZ format:
```
58
Properties=species:S:1:pos:R:3:forces:R:3:nbo_charge:R:1
H 1.056 -3.244 1.333 0.013 0.004 0.023 0.1754
H 3.235 0.435 -0.624 -0.003 0.004 0.000 0.2018
H -3.038 1.082 3.494 -0.010 0.000 0.009 0.2282
Sb -1.559 1.392 1.244 -0.003 0.046 -0.030 1.0846
H -1.319 -0.064 -3.798 -0.018 0.056 -0.015 0.2243
C -0.394 -2.764 -2.776 0.040 0.026 -0.017 -1.0132
H 1.432 -0.578 -4.128 0.004 0.005 -0.007 0.2201
C -1.080 3.382 1.880 0.002 -0.041 -0.009 -1.0056
H 1.945 0.347 3.620 0.023 0.004 -0.063 0.2069
H -0.700 3.335 2.900 0.001 0.030 0.007 0.2266
H -3.343 2.734 -0.275 -0.024 -0.007 -0.011 0.2260
C 3.192 -0.866 2.370 0.016 0.014 -0.035 -0.0892
H 2.548 -1.125 4.399 -0.044 -0.019 0.002 0.1719
H 4.666 -0.037 0.329 0.001 -0.013 -0.002 0.1656
C 0.825 -2.710 3.401 0.084 0.023 0.008 -0.0803
H -2.350 -3.260 0.437 -0.014 -0.023 0.007 0.1950
C 1.762 -0.459 -3.096 0.003 -0.102 0.021 -1.0110
H -3.163 1.083 -0.884 -0.030 0.022 -0.030 0.2255
C 0.386 -3.465 2.177 -0.085 -0.002 -0.015 -0.0871
H -1.380 -3.086 -2.443 -0.017 -0.010 -0.015 0.2250
H -1.586 -4.794 0.935 0.005 -0.008 -0.023 0.1630
C -0.239 2.321 -3.523 -0.006 0.008 -0.006 -0.2058
C -1.371 3.861 -1.563 0.006 -0.020 -0.003 -0.2045
H 3.221 -1.913 2.030 0.020 0.004 0.037 0.1655
H -0.302 3.785 1.233 0.000 0.028 0.011 0.2344
Sb 0.164 -0.957 -1.748 -0.003 0.071 0.076 1.0716
C -1.683 2.498 -1.603 -0.016 0.132 0.010 -0.0391
C -1.099 1.708 -2.606 0.041 -0.012 -0.066 -0.0369
O 2.834 -0.023 1.302 -0.089 0.042 0.000 -0.5423
H -0.286 5.506 -2.403 -0.005 0.000 0.003 0.2104
H -0.416 -2.574 -3.849 -0.017 -0.033 -0.006 0.2218
H 0.087 -2.849 4.197 -0.003 0.014 -0.007 0.1911
C -1.345 0.238 -2.749 -0.021 -0.061 0.049 -0.7648
H -3.858 0.286 2.144 -0.027 0.004 0.018 0.2274
H 0.324 -3.556 -2.564 -0.002 -0.012 -0.008 0.2245
C -1.412 -3.733 0.720 -0.042 0.053 0.002 -0.2464
H 1.781 -3.113 3.752 0.028 0.017 -0.041 0.1721
C 2.158 -0.711 3.462 -0.008 -0.128 0.023 -0.0770
H 2.101 0.564 -2.939 -0.025 0.012 0.027 0.2334
H 2.591 -1.141 -2.905 0.022 0.028 -0.033 0.2236
H -1.835 4.473 -0.798 -0.001 -0.001 0.001 0.2051
C -0.503 4.448 -2.466 0.008 -0.009 -0.023 -0.2203
Pd 0.121 -0.414 0.705 0.052 -0.023 -0.038 -0.1411
H 0.189 1.716 -4.314 0.000 -0.013 0.004 0.2038
C -3.323 1.185 2.448 0.037 -0.025 -0.033 -0.9995
H 3.495 -1.275 -0.208 0.011 0.007 -0.019 0.1659
H -0.709 -3.647 -0.116 -0.005 -0.017 0.006 0.1702
H -3.968 2.056 2.328 -0.013 -0.002 0.004 0.2190
H 4.192 -0.605 2.746 -0.014 0.004 0.017 0.1704
H -1.960 4.024 1.848 0.000 0.014 0.004 0.2175
O -0.925 -3.061 1.858 0.046 -0.099 -0.004 -0.5352
H 0.738 4.106 -4.191 0.001 0.002 0.003 0.2101
H 0.423 -4.547 2.376 -0.017 0.004 0.020 0.1671
O 0.927 -1.323 3.115 0.029 0.105 0.036 -0.5451
C 3.605 -0.242 0.143 0.008 -0.011 0.050 -0.2448
C -2.620 1.970 -0.562 0.076 -0.079 0.077 -0.7599
C 0.069 3.668 -3.461 -0.016 -0.002 0.021 -0.2223
H -2.303 -0.069 -2.332 0.000 -0.013 -0.016 0.2265
```
Positions in Å, forces in eV/Å.

Frontier orbital gap   7.348 eV
Multiplicity   1
E_LUMO   0.0294 hartree
Molecular weight   648.407 g mol⁻¹
ΔE to the lowest compared entry with this formula, charge and spin   4.6 kcal per mole

Entry 4:
Density functional theory data (ωB97M-V/def2-TZVPD) for a structure of composition C23H25N2NiO2S3.

The geometry in XYZ format:
```
56
Properties=species:S:1:pos:R:3:forces:R:3:mulliken_spin:R:1
C -4.853 -0.388 1.936 0.044 0.003 -0.021 -0.0063
O 1.753 0.812 -0.246 -0.030 -0.191 0.038 0.0391
N -1.107 1.341 2.309 -0.211 -0.258 0.026 0.0029
H -2.923 0.247 -3.848 -0.024 -0.015 0.012 0.0011
H -0.761 2.599 -4.313 0.006 0.000 0.014 -0.0004
C -4.645 0.637 2.914 0.004 0.008 0.008 0.0005
H -1.217 4.324 -0.161 0.018 -0.036 0.001 -0.0005
H 3.473 1.329 -1.287 -0.007 0.004 -0.010 -0.0001
S -2.325 2.419 -0.853 -0.001 -0.058 0.016 0.0739
N -0.183 1.221 1.451 0.135 0.222 -0.105 0.0852
H -3.223 -0.197 -2.174 0.036 0.008 0.031 -0.0014
C 2.166 1.115 1.041 -0.170 0.100 0.057 -0.0135
C -5.439 1.962 4.766 -0.001 -0.007 -0.010 0.0021
C -3.390 1.267 2.980 -0.050 0.016 0.050 -0.0070
H 3.287 -0.414 -0.918 0.015 0.017 0.011 -0.0007
H 4.820 1.492 3.072 -0.001 0.001 0.003 0.0002
C -5.662 0.999 3.816 0.019 0.005 0.001 -0.0022
H -2.461 4.756 -1.315 -0.004 -0.002 0.014 0.0039
H 3.015 1.958 4.695 0.007 0.004 0.000 0.0001
O -1.770 -0.435 0.127 -0.106 0.046 -0.007 0.1032
C 2.774 1.728 3.667 0.007 -0.009 -0.003 -0.0002
H -2.475 2.580 -3.242 0.019 0.004 0.029 0.0000
H -6.221 2.238 5.460 -0.004 -0.003 0.000 0.0001
H -3.991 2.073 -2.521 0.003 0.011 -0.010 0.0019
H -6.621 0.500 3.750 -0.006 0.001 0.002 0.0000
H -1.062 4.340 -3.211 0.004 -0.022 -0.002 0.0007
C 3.786 1.464 2.758 0.005 -0.006 -0.021 0.0036
C -2.912 1.920 -2.497 -0.011 0.025 -0.046 0.0026
H -2.224 2.752 4.015 0.005 -0.003 -0.010 -0.0002
S -0.942 -0.156 -2.599 0.094 0.064 -0.107 0.0539
H -4.009 3.346 5.586 0.001 0.002 -0.002 -0.0001
C 1.134 1.384 1.948 0.094 -0.072 -0.105 0.0107
H -5.814 -0.888 1.915 -0.004 -0.002 0.003 0.0000
H 0.927 2.366 -4.692 0.008 0.004 0.015 0.0004
H -0.035 5.135 -2.052 -0.002 0.000 0.002 -0.0003
C -2.621 -0.081 1.032 0.104 -0.104 -0.086 0.0075
S 0.616 2.871 -2.370 0.024 -0.025 0.022 0.0200
C -1.638 4.063 -1.133 0.021 0.024 0.029 -0.0017
C -2.360 0.893 2.032 0.211 0.121 0.056 -0.0241
H -0.459 0.282 -4.894 -0.022 -0.008 0.012 0.0029
H 0.958 0.109 -3.897 0.005 0.002 0.004 -0.0013
C 1.448 1.672 3.269 0.008 0.063 -0.037 0.0145
Ni -0.463 0.885 -0.501 -0.106 0.084 0.097 1.6090
C -3.891 -0.744 1.054 -0.062 -0.001 0.057 0.0224
C -2.632 0.454 -2.818 -0.023 -0.018 -0.015 -0.0027
C 0.152 2.120 -3.966 -0.008 -0.013 -0.020 0.0003
C 2.768 0.503 -1.197 0.010 -0.036 -0.005 -0.0032
C -3.182 2.255 3.958 -0.007 -0.015 -0.024 0.0035
C -0.014 0.602 -3.951 0.014 0.007 -0.003 -0.0004
H 0.646 1.836 3.974 -0.013 0.001 -0.006 0.0007
C -4.187 2.588 4.834 -0.020 0.008 0.023 -0.0012
C -0.592 4.217 -2.237 -0.021 0.027 -0.022 -0.0001
H 2.264 0.357 -2.148 -0.009 -0.022 0.002 0.0060
H -4.047 -1.532 0.329 0.004 0.002 -0.011 0.0003
H 4.290 0.929 0.747 0.002 -0.006 -0.007 -0.0003
C 3.489 1.147 1.437 -0.009 0.051 0.059 -0.0049
```
Positions in Å, forces in eV/Å.

Frontier orbital gap (spin up / spin down)   6.785 / 6.728 eV
Multiplicity   3
Charge   +1
E_LUMO (spin up / spin down)   -0.1182 / -0.1198 hartree
Molecular weight   516.359 g mol⁻¹
ΔE to the lowest compared entry with this formula, charge and spin   0.0 kcal per mole

Entry 5:
Density functional theory data (ωB97M-V/def2-TZVPD) for an isolated molecule of C6H12O at a distorted geometry.

The geometry in XYZ format:
```
19
Properties=species:S:1:pos:R:3:forces:R:3:nbo_charge:R:1
H 1.649 1.014 -2.184 -0.236 -0.114 -0.004 0.2125
H -0.454 -0.714 2.754 -0.011 -0.084 -0.171 0.2194
C -1.097 0.082 -0.277 -0.092 0.098 -0.279 0.0574
C 0.601 0.711 -2.061 -0.171 -0.060 -0.368 -0.5983
H 1.418 2.415 -0.088 -0.424 -0.489 -0.078 0.2204
H 1.352 0.600 0.431 1.644 3.273 2.759 0.3011
H -1.854 0.790 -0.624 -0.025 -0.078 0.012 0.1843
H -0.034 1.482 -2.503 -0.020 -0.001 -0.037 0.2062
C -0.496 -1.360 1.868 0.044 -0.014 -0.073 -0.6396
C 0.797 1.603 0.316 1.460 -1.603 0.704 -0.7308
H 0.982 -0.524 -0.376 -2.062 1.665 -0.916 0.1432
H -2.477 -0.697 1.213 0.146 0.024 -0.037 0.1794
H 0.226 1.872 1.213 0.001 -0.246 -0.558 0.2202
H 0.512 -1.478 1.465 -0.125 0.046 0.059 0.2145
C -1.451 -0.791 0.850 -0.054 0.045 0.206 0.0663
O -1.393 -1.285 -0.489 -0.398 -0.385 -0.118 -0.4972
H -0.843 -2.348 2.190 0.035 0.129 -0.056 0.2220
C 0.293 0.494 -0.611 0.264 -2.374 -0.604 -0.2003
H 0.441 -0.251 -2.548 0.025 0.169 -0.440 0.2195
```
Positions in Å, forces in eV/Å.

Frontier orbital gap   10.242 eV
Multiplicity   1
SMILES   CC(C)[C@H]1O[C@H]1C
E_LUMO   0.0407 hartree
Molecular weight   100.161 g mol⁻¹
ΔE to the lowest compared entry with this formula, charge and spin   85.0 kcal per mole

Repeat the fifth record exactly.
Density functional theory data (ωB97M-V/def2-TZVPD) for an isolated molecule of C6H12O at a distorted geometry.

The geometry in XYZ format:
```
19
Properties=species:S:1:pos:R:3:forces:R:3:nbo_charge:R:1
H 1.649 1.014 -2.184 -0.236 -0.114 -0.004 0.2125
H -0.454 -0.714 2.754 -0.011 -0.084 -0.171 0.2194
C -1.097 0.082 -0.277 -0.092 0.098 -0.279 0.0574
C 0.601 0.711 -2.061 -0.171 -0.060 -0.368 -0.5983
H 1.418 2.415 -0.088 -0.424 -0.489 -0.078 0.2204
H 1.352 0.600 0.431 1.644 3.273 2.759 0.3011
H -1.854 0.790 -0.624 -0.025 -0.078 0.012 0.1843
H -0.034 1.482 -2.503 -0.020 -0.001 -0.037 0.2062
C -0.496 -1.360 1.868 0.044 -0.014 -0.073 -0.6396
C 0.797 1.603 0.316 1.460 -1.603 0.704 -0.7308
H 0.982 -0.524 -0.376 -2.062 1.665 -0.916 0.1432
H -2.477 -0.697 1.213 0.146 0.024 -0.037 0.1794
H 0.226 1.872 1.213 0.001 -0.246 -0.558 0.2202
H 0.512 -1.478 1.465 -0.125 0.046 0.059 0.2145
C -1.451 -0.791 0.850 -0.054 0.045 0.206 0.0663
O -1.393 -1.285 -0.489 -0.398 -0.385 -0.118 -0.4972
H -0.843 -2.348 2.190 0.035 0.129 -0.056 0.2220
C 0.293 0.494 -0.611 0.264 -2.374 -0.604 -0.2003
H 0.441 -0.251 -2.548 0.025 0.169 -0.440 0.2195
```
Positions in Å, forces in eV/Å.

Frontier orbital gap   10.242 eV
Multiplicity   1
SMILES   CC(C)[C@H]1O[C@H]1C
E_LUMO   0.0407 hartree
Molecular weight   100.161 g mol⁻¹
ΔE to the lowest compared entry with this formula, charge and spin   85.0 kcal per mole

- What is the multiplicity in the fourth record?
  3

What did the second record say?
Density functional theory data (ωB97M-V/def2-TZVPD) for an isolated molecule of C3H4N2O.

The geometry in XYZ format:
```
10
Properties=species:S:1:pos:R:3:forces:R:3:nbo_charge:R:1
N 0.007 1.669 -1.397 -0.079 0.273 0.130 0.1052
C -0.147 0.100 0.106 0.569 -0.056 -0.149 0.0174
H 1.709 -0.409 0.704 0.146 -0.275 0.312 0.2388
H 0.712 -0.156 2.116 -0.275 -0.067 -0.199 0.2321
H -1.948 -0.791 -0.992 0.391 -0.251 0.268 0.2255
N 0.476 1.264 -0.315 0.119 0.236 -0.511 -0.2106
O -1.011 0.816 -1.769 -0.465 0.166 -0.030 -0.2851
C -1.111 -0.129 -0.823 0.076 -0.064 0.193 0.0859
H 0.604 -1.687 1.196 -0.331 0.118 -0.052 0.2249
C 0.720 -0.607 1.118 -0.150 -0.081 0.038 -0.6341
```
Positions in Å, forces in eV/Å.

Frontier orbital gap   10.981 eV
Multiplicity   1
SMILES   Cc1conn1
E_LUMO   0.0329 hartree
Molecular weight   84.078 g mol⁻¹
ΔE to the lowest compared entry with this formula, charge and spin   61.0 kcal per mole